Entry 1:
Molecular formula: C20H40AlNP3S2
Method: DFT, ωB97M-V with the def2-TZVPD basis set

LUMO (alpha / beta) = -11.8 / -12.9 eV
multiplicity = 1
energy above the lowest of the compared OMol25 structures with the same formula, charge and spin = 314.6 kJ/mol
total charge = +3
maximum force = 2.319 eV Å⁻¹

Cartesian coordinates (Å):
H  -1.15  -0.47  3.42
H  2.82  -0.45  3.68
H  1.66  -3.00  1.57
C  0.67  -3.05  -2.11
H  2.60  0.99  2.64
H  3.35  -0.49  1.97
H  2.20  4.06  0.82
H  1.03  2.26  -2.62
H  -0.08  3.23  -1.62
H  -0.62  2.29  2.52
C  -2.78  2.65  2.38
C  2.58  -0.11  2.66
C  -3.78  -1.43  -3.22
H  1.64  -2.75  3.35
H  -3.23  0.45  -0.34
H  0.08  0.69  3.99
H  0.45  3.81  1.02
H  -6.86  -6.45  -2.60
C  -7.51  -5.56  -2.58
H  0.18  -1.03  4.49
C  -7.58  -4.72  -3.61
H  1.61  3.78  -1.87
H  3.65  1.12  0.40
H  -2.94  3.35  3.19
S  -1.52  -2.10  0.09
C  -0.09  -0.35  3.67
P  1.36  -1.43  -1.59
H  3.13  -2.70  -0.51
H  2.17  0.32  -3.15
C  0.96  2.90  -1.73
N  -1.65  1.18  0.96
C  -2.93  1.12  0.48
H  1.34  -3.54  -2.82
H  1.60  2.90  2.04
P  1.45  1.97  -0.22
H  0.55  -3.69  -1.22
H  -5.76  -2.23  -3.62
H  -1.82  -0.81  -2.59
H  1.79  -1.23  -3.98
H  -0.65  0.39  -1.47
H  0.11  -3.03  2.46
H  -6.99  -4.87  -4.52
C  -1.58  2.09  2.03
C  -4.92  -2.20  -2.93
S  -4.07  2.06  1.33
H  3.63  -2.14  -2.13
H  -8.12  -5.42  -1.68
H  3.75  2.69  -0.45
H  -5.82  -3.54  -1.50
H  -8.25  -3.85  -3.60
Al  -0.31  -0.05  0.06
C  1.47  -0.53  -3.20
C  -4.95  -2.94  -1.74
C  1.10  -2.56  2.41
C  3.25  1.71  -0.44
C  -3.88  -2.91  -0.85
H  3.62  -1.00  -0.75
H  -3.74  -0.85  -4.14
H  -3.89  -3.48  0.07
C  1.42  3.31  1.04
H  0.48  -0.14  -3.44
H  3.47  1.19  -1.38
P  0.92  -0.74  2.18
C  -2.70  -1.40  -2.34
C  3.10  -1.85  -1.21
C  -2.75  -2.10  -1.12
H  -0.32  -2.91  -2.57

=====

Entry 2:
Molecular formula: C3H13N2Si
Method: DFT, ωB97M-V with the def2-TZVPD basis set

LUMO = -3.0 eV
multiplicity = 1
energy above the lowest of the compared OMol25 structures with the same formula, charge and spin = 207.2 kJ/mol
SMILES = C[NH+](C)CN[SiH3]
total charge = +1
maximum force = 4.338 eV Å⁻¹

Cartesian coordinates (Å):
H  -0.29  -1.83  1.86
N  -0.43  -0.55  0.27
Si  2.07  1.10  -1.04
H  -1.62  -0.43  1.98
H  3.26  2.15  -0.65
C  -0.55  0.88  -0.27
H  -2.27  -1.45  -0.27
H  0.72  2.32  0.71
H  -0.84  -2.56  -0.36
H  0.60  -0.62  -0.02
C  -1.22  -1.49  -0.55
H  -0.05  -0.12  2.24
H  1.79  0.94  -2.45
H  -1.55  1.40  0.08
H  -0.59  0.78  -1.39
C  -0.61  -0.78  1.67
H  -1.32  -1.24  -1.63
N  0.66  1.65  -0.06
H  2.25  -0.16  -0.13

=====

Entry 3:
Molecular formula: C3H7N4
Method: DFT, ωB97M-V with the def2-TZVPD basis set

LUMO = -6.3 eV
multiplicity = 1
energy above the lowest of the compared OMol25 structures with the same formula, charge and spin = 519.4 kJ/mol
total charge = +1
maximum force = 2.734 eV Å⁻¹

Cartesian coordinates (Å):
C  -0.13  3.50  0.61
N  0.04  -1.91  -0.18
N  0.48  -0.90  -0.71
C  -0.47  2.27  0.72
N  -0.57  1.12  1.17
H  1.09  -1.12  -1.58
H  -1.36  0.78  1.78
H  -0.77  -3.66  -0.90
H  0.79  -4.02  0.00
H  -0.24  5.51  0.58
C  0.27  -3.30  -0.75
N  0.19  4.60  0.29
H  -0.02  0.38  0.66
H  0.71  -3.26  -1.70

=====

Entry 4:
Molecular formula: C9H21ClI2N2OPRhS
Method: DFT, ωB97M-V with the def2-TZVPD basis set

LUMO (alpha / beta) = -7.5 / -10.9 eV
multiplicity = 5
total charge = +2
maximum force = 5.489 eV Å⁻¹

Cartesian coordinates (Å):
H  3.65  1.29  5.50
N  1.87  0.39  3.70
H  2.51  2.24  6.44
H  1.87  -3.31  6.34
H  1.46  0.12  5.72
Rh  0.02  -0.05  -0.21
H  2.84  2.67  4.78
C  -1.82  -0.03  -0.17
H  2.04  -1.54  -2.48
H  0.64  1.51  4.98
H  -1.99  0.88  -2.91
C  1.90  -2.36  4.42
H  2.63  -1.59  4.67
Cl  2.44  -0.03  -0.03
C  1.10  -1.45  -3.03
H  -1.98  -0.92  -2.91
H  0.31  -2.34  2.92
I  -0.45  2.65  0.15
H  2.03  1.55  -2.50
H  0.49  -2.35  -2.88
P  0.21  0.00  -2.39
C  2.72  1.84  5.46
O  -2.97  0.00  -0.07
I  -0.52  -2.69  0.18
H  -1.26  -0.01  -4.29
H  0.43  -3.66  5.35
C  1.08  1.46  -3.03
N  0.97  -1.75  3.42
C  1.58  0.95  5.01
H  0.47  2.35  -2.87
C  1.15  -2.88  5.62
H  2.06  1.16  3.03
H  0.61  -2.07  6.14
H  2.41  -3.18  3.90
C  -1.43  -0.01  -3.21
C  0.88  -0.45  3.18
S  -0.48  0.18  2.37
H  1.28  -1.27  -4.10
H  1.25  1.28  -4.11

=====

Entry 5:
Molecular formula: C7H19N3
Method: DFT, ωB97M-V with the def2-TZVPD basis set

LUMO (alpha / beta) = 0.9 / 0.9 eV
multiplicity = 1
energy above the lowest of the compared OMol25 structures with the same formula, charge and spin = 448.6 kJ/mol
maximum force = 4.660 eV Å⁻¹

Cartesian coordinates (Å):
H  -3.59  1.04  -1.72
C  0.52  -1.66  0.05
H  3.75  0.65  1.29
H  0.47  -1.80  1.13
N  2.08  0.63  0.02
H  -3.81  -1.08  -0.12
H  3.76  1.11  -1.15
H  -2.35  -1.73  0.60
H  -3.00  -0.19  1.17
C  -2.83  -0.81  0.29
N  -0.56  0.64  1.61
C  -0.35  0.61  0.24
H  -0.39  -0.21  2.12
H  -2.85  1.90  -0.37
H  -1.99  1.74  -1.92
H  3.09  -0.97  1.02
C  -2.64  1.23  -1.21
H  -0.29  1.60  -0.19
C  2.83  0.51  -1.20
H  2.23  0.19  2.06
H  -1.69  -0.67  -1.56
H  -0.25  -2.27  -0.42
C  -2.02  -0.05  -0.73
H  1.48  -2.04  -0.30
H  3.14  -0.53  -1.43
H  2.24  0.89  -2.04
H  -0.19  1.46  2.07
N  0.40  -0.30  -0.42
C  2.81  0.10  1.13

=====

Entry 6:
Molecular formula: C24H23N4O3Se2Ti
Method: DFT, ωB97M-V with the def2-TZVPD basis set

LUMO (alpha / beta) = -6.5 / -6.5 eV
multiplicity = 2
energy above the lowest of the compared OMol25 structures with the same formula, charge and spin = 0.0 kJ/mol
total charge = +2
maximum force = 0.485 eV Å⁻¹

Cartesian coordinates (Å):
H  -1.64  1.45  4.48
Se  0.37  -2.07  -3.35
C  -2.03  3.49  -1.39
N  -0.99  1.08  1.20
C  1.94  -1.30  2.28
C  3.17  -2.12  1.91
O  -0.12  -1.67  1.10
C  3.43  2.28  -1.84
H  3.23  -2.98  2.58
C  4.21  1.30  -2.44
C  -3.45  -3.15  -2.18
C  -1.07  0.82  2.51
C  -2.01  3.20  1.62
C  -2.06  2.93  2.97
H  5.14  1.56  -2.92
H  2.95  -0.22  3.85
H  -2.42  4.36  -3.30
O  0.44  -3.11  2.72
C  2.59  -0.30  -1.78
C  -2.65  -1.53  -0.64
O  1.78  -0.19  1.34
C  3.78  -0.02  -2.41
C  -3.66  -2.37  -1.06
C  -1.27  -2.19  -2.34
H  2.44  0.49  1.55
H  -2.78  -0.92  0.25
H  -1.24  2.53  -4.52
Ti  0.09  -0.31  -0.16
C  -1.31  2.52  -3.45
Se  1.88  -2.09  -1.58
H  -2.46  3.66  3.66
C  -1.49  2.25  0.75
C  -1.97  3.54  -2.77
H  -0.23  0.69  -3.20
H  -2.38  4.14  1.23
N  -0.82  1.44  -1.38
H  4.36  -0.82  -2.86
H  3.12  -2.49  0.89
C  2.24  1.91  -1.24
H  -2.54  4.27  -0.84
C  -2.22  -3.07  -2.83
H  -2.00  -3.68  -3.69
H  4.08  -1.52  2.03
C  -1.45  2.42  -0.72
H  2.04  -1.64  4.38
N  1.83  0.63  -1.20
H  1.59  2.64  -0.78
C  2.03  -0.79  3.70
H  -4.20  -3.84  -2.53
N  -1.48  -1.42  -1.26
C  -0.75  1.50  -2.71
H  -0.71  -0.15  2.83
H  1.19  -0.15  3.97
C  -1.59  1.71  3.43
C  0.68  -2.14  2.07
H  3.73  3.31  -1.85
H  -4.59  -2.42  -0.51

=====

Entry 7:
Molecular formula: C25H37FN2O5P
Method: DFT, ωB97M-V with the def2-TZVPD basis set

LUMO = -3.9 eV
multiplicity = 1
energy above the lowest of the compared OMol25 structures with the same formula, charge and spin = 37.2 kJ/mol
total charge = +1
maximum force = 1.661 eV Å⁻¹

Cartesian coordinates (Å):
O  -0.07  1.11  4.21
H  -1.59  1.81  8.36
H  1.03  -1.81  -2.18
H  3.65  -0.39  0.18
C  0.38  2.10  7.55
H  0.30  3.92  5.80
H  2.32  2.26  -3.78
C  1.44  1.32  -2.06
C  -1.77  2.80  -0.91
O  -4.09  -3.04  -1.07
C  -0.14  3.34  5.00
H  0.13  -0.57  -4.97
H  -0.59  -6.59  -3.62
H  5.32  -0.35  -2.62
C  2.68  1.76  -2.88
C  -2.49  -1.13  -2.39
H  -0.71  -6.33  0.66
C  0.16  1.54  -2.89
H  -0.71  3.17  9.07
H  1.39  2.00  -1.21
C  4.43  0.37  0.14
H  -0.78  0.73  0.78
C  -1.04  0.80  -2.41
H  0.85  1.41  8.25
H  -2.11  -4.66  -3.77
H  -0.99  3.37  -1.40
H  0.36  1.24  -3.92
H  -1.20  3.59  4.92
C  -1.79  -5.03  -2.80
C  0.00  1.85  5.15
C  -0.94  -6.11  -2.72
H  1.54  0.30  -1.72
O  -2.81  -2.38  -2.80
C  -0.63  1.74  1.17
F  0.68  2.13  0.93
H  2.89  -0.19  -3.77
P  -0.19  -1.45  -3.92
N  1.04  -2.04  -3.16
O  0.15  1.32  6.37
H  -2.56  2.56  1.08
H  -2.25  -4.42  0.51
H  -4.19  -0.97  -1.27
H  -2.69  3.33  -1.10
C  -1.88  -4.88  -0.39
C  3.53  0.58  -3.34
H  0.36  3.64  4.07
H  -1.22  3.73  0.93
C  -1.33  -0.51  -2.83
N  -3.34  -0.51  -1.58
H  -0.03  2.60  -2.90
C  -1.01  -5.96  -0.31
H  -1.42  3.31  7.46
H  3.26  2.49  -2.34
H  3.89  -0.96  -1.85
C  -0.54  -6.57  -1.47
H  -0.97  -2.48  -4.48
C  -3.16  -3.27  -1.76
O  4.59  0.88  -1.17
C  -0.91  2.63  8.14
C  -1.59  2.76  0.63
C  -1.95  1.42  -1.51
C  -3.08  0.74  -1.13
H  0.13  -7.41  -1.42
H  4.10  1.18  0.77
H  -3.81  1.18  -0.47
H  5.36  -0.04  0.51
H  -0.74  1.67  2.25
C  4.35  -0.05  -2.21
H  4.20  0.93  -4.12
C  -2.26  -4.41  -1.64
H  1.11  2.89  7.35

=====

Entry 8:
Molecular formula: H12O6Xe
Method: DFT, ωB97M-V with the def2-TZVPD basis set

LUMO = 0.0 eV
multiplicity = 1
energy above the lowest of the compared OMol25 structures with the same formula, charge and spin = 26.1 kJ/mol
maximum force = 0.995 eV Å⁻¹

Cartesian coordinates (Å):
H  1.87  -3.47  -2.32
H  0.59  1.79  2.04
O  1.22  2.05  1.38
H  -1.92  1.43  3.23
O  -0.23  3.04  -0.66
H  -0.98  -0.94  2.25
H  0.61  -1.01  -4.58
H  -1.92  1.53  1.72
O  1.22  -0.77  -3.88
H  1.28  -2.70  -1.17
O  1.04  -3.12  -1.99
H  0.33  2.70  0.03
H  1.09  -1.44  -3.21
H  -1.12  2.90  -0.34
Xe  -1.11  -0.34  -1.12
O  -1.42  -1.78  2.39
H  1.57  1.22  1.04
H  -0.73  -2.36  2.72
O  -1.38  1.27  2.46

=====

Question: Which of these has the highest maximum force?
Answer: C9H21ClI2N2OPRhS